[1]
The following is a quantum chemistry calculation of C36H33N6P2S3W as an isolated structure, from OMol25.

Output
**M**: 891.69 Da
**HOMO-LUMO gap (alpha / beta)**: 5.82 / 5.81 eV
**ΔE to the lowest compared entry with this formula, charge and spin**: 0.8 kcal per mole
**2S+1**: 1
**Total charge**: +1

CARTESIAN COORDINATES (ANGSTROEM)
W1 1.6120 -0.7865 0.1864
C1 3.2327 -4.6047 -1.4172
C2 2.6903 -3.2395 -1.1686
N1 2.3848 -2.7961 0.0085
N2 2.4604 -3.6533 1.0646
C3 2.2659 -3.0884 2.2252
N3 2.2671 -3.8757 3.3106
S1 2.1213 -1.3564 2.4996
C4 2.3913 -2.3073 -2.2472
C5 2.5370 -2.6134 -3.5948
C6 2.1190 -1.7131 -4.5538
C7 1.5795 -0.5016 -4.1381
C8 1.5016 -0.2281 -2.7909
N4 1.8890 -1.1095 -1.8445
H1 3.5794 -5.0371 -0.4850
H2 4.0537 -4.5655 -2.1336
H3 2.4531 -5.2513 -1.8270
H4 2.2870 -4.8746 3.1900
H5 2.0114 -3.4887 4.2003
H6 2.9556 -3.5698 -3.8735
H7 2.2074 -1.9416 -5.6066
H8 1.2408 0.2369 -4.8507
H9 1.1435 0.7217 -2.4176
S2 2.1260 1.7759 0.1718
P1 0.1251 1.8848 0.3860
C9 -0.1587 0.2002 0.2181
P2 -1.4607 -0.9130 0.3261
S3 -0.3264 -2.5622 0.2675
C10 -2.6398 -0.7653 -1.0319
C11 -3.8975 -1.3583 -0.9537
C12 -4.7647 -1.2809 -2.0325
C13 -4.3790 -0.6129 -3.1871
C14 -3.1234 -0.0262 -3.2685
C15 -2.2518 -0.1060 -2.1947
C16 -2.4194 -0.7370 1.8471
C17 -3.4162 0.2346 1.9288
C18 -4.0431 0.4803 3.1388
C19 -3.6804 -0.2442 4.2672
C20 -2.6903 -1.2132 4.1868
C21 -2.0544 -1.4591 2.9783
C22 -0.4207 2.5435 1.9716
C23 -0.3743 1.6974 3.0788
C24 -0.7666 2.1712 4.3190
C25 -1.1968 3.4846 4.4586
C26 -1.2273 4.3313 3.3594
C27 -0.8384 3.8633 2.1128
C28 -0.6956 2.8595 -0.8953
C29 0.0125 3.3338 -1.9943
C30 -0.6659 3.9517 -3.0365
C31 -2.0451 4.0945 -2.9815
C32 -2.7517 3.6291 -1.8797
C33 -2.0804 3.0132 -0.8370
H10 -4.1992 -1.8755 -0.0507
H11 -5.7422 -1.7404 -1.9717
H12 -5.0601 -0.5498 -4.0256
H13 -2.8234 0.4982 -4.1667
H14 -1.2728 0.3537 -2.2466
H15 -3.7071 0.7905 1.0447
H16 -4.8170 1.2338 3.2015
H17 -4.1764 -0.0556 5.2103
H18 -2.4138 -1.7823 5.0646
H19 -1.2733 -2.2055 2.9033
H20 -0.0337 0.6753 2.9648
H21 -0.7383 1.5122 5.1767
H22 -1.5047 3.8518 5.4288
H23 -1.5525 5.3571 3.4703
H24 -0.8608 4.5242 1.2555
H25 1.0905 3.2288 -2.0214
H26 -0.1138 4.3315 -3.8862
H27 -2.5711 4.5776 -3.7942
H28 -3.8264 3.7466 -1.8349
H29 -2.6291 2.6529 0.0259
N5 5.8250 0.0793 -0.7474
C34 6.0605 -0.2327 0.5680
C35 4.8527 -0.5641 1.0907
N6 3.8860 -0.4603 0.1120
C36 4.5132 -0.0682 -0.9831
H30 6.5090 0.3844 -1.4190
H31 7.0391 -0.1859 1.0088
H32 4.6047 -0.8598 2.0923
H33 4.0565 0.1552 -1.9310

Force components x, y, z for each atom (eV/Å):
-0.13 0.05 0.67
-0.01 0.03 -0.05
0.10 0.03 0.05
-0.05 0.04 -0.10
0.09 -0.37 0.14
0.03 0.23 -0.07
-0.08 -0.06 0.03
-0.10 -0.03 -0.03
0.06 -0.02 0.09
0.02 -0.08 -0.06
0.04 -0.07 -0.02
-0.02 0.06 0.12
-0.05 0.12 -0.11
0.13 0.00 -0.40
0.01 -0.01 -0.01
0.00 -0.02 0.00
0.00 0.00 -0.01
0.02 0.01 0.01
0.04 -0.03 0.01
-0.01 0.01 -0.02
0.02 -0.04 0.01
-0.01 0.02 0.01
-0.01 0.01 -0.03
0.01 0.27 -0.07
0.03 -0.14 -0.01
-0.17 0.11 0.06
0.03 0.15 0.02
-0.20 -0.18 -0.03
0.10 -0.01 0.07
-0.01 -0.01 0.00
0.00 -0.01 0.03
0.02 0.01 0.00
-0.01 0.01 -0.04
-0.03 -0.01 0.04
0.10 0.03 -0.11
0.01 -0.02 0.00
-0.02 0.03 0.00
0.01 -0.01 0.00
-0.01 0.01 -0.01
0.00 -0.01 0.02
0.04 -0.10 -0.11
-0.01 0.05 0.00
0.01 -0.03 0.02
0.01 0.00 -0.02
0.00 0.00 -0.01
0.00 0.02 0.01
0.07 -0.06 0.07
-0.03 0.02 0.01
-0.01 0.02 -0.02
0.04 0.00 -0.01
-0.04 -0.01 0.04
0.01 0.03 -0.03
-0.02 0.00 -0.01
0.00 0.00 0.00
0.00 0.00 0.00
-0.01 0.00 0.00
0.01 0.01 -0.01
-0.01 0.00 0.01
0.00 0.00 0.01
0.00 0.00 0.00
-0.01 0.01 0.01
0.00 0.00 0.00
-0.01 -0.01 0.01
0.00 0.01 0.01
0.00 0.00 0.00
0.00 0.00 0.01
-0.01 0.01 0.00
0.00 -0.01 0.00
-0.01 0.00 -0.01
0.00 0.00 0.00
0.00 0.00 0.00
-0.02 0.01 -0.01
0.02 0.02 -0.05
-0.05 -0.02 0.07
0.06 -0.04 0.04
0.08 0.02 -0.27
-0.02 0.05 0.04
-0.02 0.00 0.00
0.01 -0.01 0.00
0.00 -0.01 0.01
-0.01 -0.02 -0.01

=====

[2]
The following is a quantum chemistry calculation of a 11-piece molecular cluster, H21O11 overall, from OMol25.

Output
**M**: 197.16 Da
**HOMO-LUMO gap (alpha / beta)**: 9.81 / 4.62 eV
**ΔE to the lowest compared entry with this formula, charge and spin**: 38.4 kcal per mole
**2S+1**: 2

CARTESIAN COORDINATES (ANGSTROEM)
O1 3.1848 -1.1685 2.3087
H1 3.9119 -0.8402 1.7341
H2 2.6252 -0.3928 2.2723
O2 -0.0350 3.2717 -2.6496
H3 -0.7769 3.4288 -2.0700
H4 0.2252 2.2910 -2.4815
O3 -3.2160 -0.8107 -2.2969
H5 0.3883 -0.3699 4.5162
H6 1.5254 1.7653 2.9170
O4 -0.6300 -3.7268 -2.1025
H7 -0.7512 -3.0115 -2.6718
H8 -0.8944 -3.3333 -1.2875
O5 0.4093 1.1883 -1.2548
H9 0.0434 1.5132 -0.4788
H10 -0.2489 -0.2601 0.6875
O6 1.3034 1.5880 3.8339
H11 0.6957 2.3317 3.9599
H12 -1.5996 0.7009 0.1993
O7 -1.1429 0.1554 0.9638
H13 -2.2904 -0.8680 -2.3198
O8 1.0098 -1.0327 4.8019
H14 -3.6484 -1.4967 -2.7916
H15 1.8397 -0.7301 4.4077
O9 -2.7780 -1.9824 1.1611
H16 -3.6798 -1.7681 1.3941
H17 -2.1978 -1.2296 0.9475
O10 2.8611 1.8142 -1.3387
H18 1.8921 1.6355 -1.4914
H19 3.2551 1.6093 -2.1827
O11 -0.7520 -0.3373 -2.8015
H20 -0.3481 -0.3467 -3.6687
H21 -0.1810 0.4120 -2.2176

Force components x, y, z for each atom (eV/Å):
0.89 0.66 -0.86
-0.32 -0.72 0.55
-0.57 0.10 0.28
1.15 -2.10 0.31
-0.61 0.17 0.16
-0.78 2.19 -0.68
-2.76 0.91 0.84
-0.29 0.35 -0.07
0.44 -0.26 -0.31
0.48 -1.73 0.59
-0.17 1.73 -1.87
-0.36 0.04 1.33
1.18 -0.32 -2.16
-1.33 1.13 2.91
-2.31 1.01 0.21
-0.41 0.77 -0.45
-0.02 -0.23 0.61
1.54 -2.08 1.98
0.91 1.20 -2.31
1.87 -0.45 -0.61
0.46 -0.43 -0.02
0.17 -0.48 -0.19
-0.15 -0.20 0.26
0.64 -1.00 -0.19
0.13 0.63 -0.14
-1.10 -0.06 0.49
-1.13 -0.09 -0.07
1.97 0.23 0.51
0.51 0.00 -0.35
2.20 2.12 1.60
0.07 -0.16 -0.37
-2.32 -2.90 -1.98

=====

[3]
The following is a quantum chemistry calculation of a single C18H26N2O2 molecule, from OMol25.

Output
**M**: 302.42 Da
**HOMO-LUMO gap**: 10.01 eV
**ΔE to the lowest compared entry with this formula, charge and spin**: 27.1 kcal per mole
**2S+1**: 1
**SMILES**: Cc1noc(C)c1C(=O)N[C@H](C)[C@]12C[C@H]3C[C@H](C[C@H](C3)C1)C2

CARTESIAN COORDINATES (ANGSTROEM)
C1 2.8211 -2.1726 -1.8663
C2 1.4901 -2.3065 -2.4996
N1 1.1616 -3.3206 -3.2497
O1 -0.1183 -3.1331 -3.6628
C3 -0.5936 -1.9895 -3.1472
C4 0.3845 -1.4041 -2.3810
C5 0.3906 -0.1128 -1.6541
O2 1.3853 0.5829 -1.5967
N2 -0.8066 0.1843 -1.0936
H1 -1.5040 -0.5407 -1.1177
C6 -1.1483 1.3586 -0.2960
C7 -0.7045 2.6219 -1.0303
H2 -0.9571 3.5071 -0.4552
H3 0.3646 2.5985 -1.2111
H4 -1.2131 2.6786 -1.9908
H5 -2.2461 1.3584 -0.2529
C8 -0.6517 1.2563 1.1762
C9 0.8322 1.6008 1.3316
C10 1.2513 1.4711 2.7959
C11 1.0156 0.0435 3.2833
C12 -0.4687 -0.2906 3.1540
C13 -0.8850 -0.1725 1.6889
H6 -1.9422 -0.4350 1.5837
H7 -0.2984 -0.8791 1.0973
C14 -1.2901 0.6758 4.0038
C15 -1.0477 2.1009 3.5125
C16 0.4348 2.4415 3.6472
H8 0.7388 2.3693 4.6940
H9 0.6130 3.4674 3.3169
C17 -1.4711 2.2174 2.0484
H10 -1.3241 3.2453 1.7126
H11 -2.5359 1.9852 1.9578
H12 -1.6410 2.8003 4.1131
H13 -2.3522 0.4297 3.9283
H14 -1.0002 0.5881 5.0531
H15 -0.6452 -1.3178 3.4947
H16 1.3306 -0.0538 4.3248
H17 1.6075 -0.6549 2.6872
H18 2.3157 1.7148 2.8842
H19 1.0109 2.6248 1.0025
H20 1.4373 0.9425 0.7090
C18 -1.9762 -1.5880 -3.5103
H21 -2.0697 -0.5051 -3.4970
H22 -2.2081 -1.9632 -4.5044
H23 -2.6979 -2.0172 -2.8140
H24 3.5310 -2.8327 -2.3552
H25 3.1494 -1.1381 -1.9335
H26 2.7573 -2.4401 -0.8117

Force components x, y, z for each atom (eV/Å):
0.14 -0.05 -0.02
-0.63 0.09 -0.21
1.22 -0.31 0.27
-0.90 0.45 -0.07
0.56 0.43 0.47
-0.29 -0.55 -0.57
-0.43 -0.33 -0.20
0.32 0.14 0.05
-0.35 0.01 0.02
0.16 -0.04 0.01
0.23 0.29 0.15
-0.10 -0.10 0.09
-0.04 0.13 0.05
0.02 0.08 0.00
-0.04 0.04 -0.07
0.12 -0.05 0.03
-0.24 -0.09 -0.36
0.05 -0.12 0.12
0.24 0.11 0.06
-0.04 0.04 -0.04
-0.09 -0.29 0.11
0.14 0.09 0.15
-0.10 -0.05 -0.06
-0.04 -0.03 -0.03
0.03 0.02 -0.05
-0.17 0.19 0.18
-0.01 -0.04 -0.02
0.02 0.04 0.06
0.03 0.07 0.02
0.09 -0.04 0.06
-0.03 0.08 -0.05
-0.08 0.00 -0.05
0.04 -0.04 -0.05
-0.06 -0.02 0.04
-0.02 -0.01 0.07
0.02 0.07 -0.03
0.04 -0.03 0.04
0.06 -0.06 0.00
-0.06 -0.01 -0.02
0.04 0.07 -0.10
0.02 0.04 -0.04
0.10 -0.21 -0.07
-0.02 0.02 -0.01
-0.07 0.03 -0.05
-0.07 0.01 0.01
0.08 -0.05 0.01
0.06 -0.03 0.01
0.05 0.01 0.06